{
  "formula": "C7H10",
  "method": "wB97M-V/def2-TZVPD",
  "species": ["C", "C", "C", "C", "C", "C", "C", "H", "H", "H", "H", "H", "H", "H", "H", "H", "H"],
  "positions_angstrom": [[-1.62524, 1.96966, 0.93912], [-0.23555, 1.99249, 1.18556], [0.56070, 0.96524, 0.63611], [-0.03846, 0.12273, -0.29088], [0.53462, -1.17574, -0.69587], [1.46616, -1.58802, 0.08050], [-0.39500, -1.88894, -1.63651], [-2.33094, 2.52528, 1.42398], [-1.96616, 1.36485, 0.10220], [0.12318, 2.82035, 1.92616], [1.55445, 0.84140, 1.05292], [-0.89766, 0.43132, -1.01593], [1.54657, -1.57530, 1.21275], [2.07890, -2.39642, -0.36948], [0.13261, -2.83087, -2.03553], [-1.20275, -2.37516, -1.04791], [-0.64152, -1.18999, -2.55733]],
  "atomic_forces_ev_per_a": [[4.6, -0.8, -0.9], [-4.6, 2.9, 1.5], [-0.8, -1.5, -2.0], [0.7, 0.9, -1.0], [-4.3, 3.5, 0.1], [3.8, -4.6, 2.2], [2.2, -1.2, -2.8], [-1.4, 1.9, 1.1], [-0.3, -0.2, 0.8], [-0.3, -2.0, -1.3], [-0.1, -0.5, -0.3], [1.4, -0.3, 2.0], [0.3, 1.3, -1.7], [-0.4, -0.1, 0.7], [-0.6, 1.4, 0.2], [0.0, 1.1, -0.5], [-0.2, -1.7, 2.0]],
  "relative_energy_kj_mol": 429.0,
  "lumo_energy_ha": -0.0041,
  "smiles": "C=C/C=C/C(=C)C",
  "homo_lumo_gap_ev": 7.501
}